Entry 1:
{
  "formula": "C27H31AsMgN8O10S2",
  "method": "the ωB97M-V functional and the def2-TZVPD basis",
  "charge": -2,
  "e_homo_ev": -2.989,
  "total_energy_ha": -5470.53965,
  "species": ["Mg", "O", "C", "O", "C", "C", "C", "C", "C", "N", "H", "H", "H", "H", "N", "C", "C", "C", "C", "C", "C", "S", "O", "O", "N", "C", "N", "C", "C", "C", "N", "H", "H", "H", "H", "H", "H", "H", "H", "H", "O", "As", "O", "O", "C", "C", "C", "C", "C", "C", "S", "O", "O", "O", "H", "H", "H", "H", "H", "C", "N", "C", "C", "N", "N", "C", "C", "H", "H", "H", "H", "H", "H", "H", "H", "H", "H", "H", "H", "H"],
  "coordinates": [[0.107, 0.004, 0.293], [3.829, 1.799, 0.797], [2.805, 1.340, 0.277], [2.045, 0.439, 0.715], [2.375, 1.956, -1.066], [2.934, 3.155, -1.499], [2.464, 3.725, -2.668], [1.460, 3.076, -3.373], [0.980, 1.876, -2.873], [1.430, 1.324, -1.752], [3.706, 3.605, -0.890], [2.864, 4.669, -3.022], [1.040, 3.493, -4.279], [0.180, 1.339, -3.371], [-5.779, -4.503, -0.683], [-4.560, -4.290, -0.011], [-4.346, -3.121, 0.710], [-3.119, -2.882, 1.300], [-2.094, -3.810, 1.188], [-2.308, -4.988, 0.487], [-3.536, -5.227, -0.109], [-0.516, -3.454, 1.921], [-0.815, -2.709, 3.132], [0.177, -4.711, 2.073], [0.208, -2.411, 0.948], [0.448, -2.715, -0.339], [0.341, -3.949, -0.865], [0.521, -4.051, -2.169], [0.837, -2.982, -2.994], [0.944, -1.753, -2.362], [0.776, -1.615, -1.064], [-6.523, -3.902, -0.362], [-6.073, -5.468, -0.697], [-5.131, -2.374, 0.774], [-2.940, -1.958, 1.825], [-1.499, -5.698, 0.407], [-3.694, -6.134, -0.683], [0.403, -5.049, -2.588], [0.960, -3.090, -4.061], [1.168, -0.840, -2.899], [-2.276, 2.881, -1.828], [-1.965, 2.910, -0.072], [-3.474, 1.826, 0.408], [-0.636, 1.918, 0.122], [-4.346, 1.138, -0.314], [-5.695, 1.524, -0.204], [-6.708, 0.863, -0.868], [-6.419, -0.233, -1.674], [-5.102, -0.646, -1.780], [-4.073, 0.016, -1.122], [-2.448, -0.673, -1.282], [-1.696, 0.174, -2.215], [-2.588, -2.036, -1.739], [-1.919, -0.551, 0.090], [-1.995, 2.003, -2.161], [-5.905, 2.375, 0.431], [-7.732, 1.203, -0.752], [-7.204, -0.763, -2.197], [-4.842, -1.524, -2.358], [0.981, 2.565, 2.935], [-0.310, 2.324, 3.559], [-1.111, 3.511, 3.753], [-0.900, 1.094, 3.373], [-0.386, 0.211, 2.613], [-2.074, 0.907, 4.162], [-2.990, -0.076, 3.598], [-1.758, 0.617, 5.551], [1.507, 3.332, 3.513], [0.865, 2.899, 1.901], [1.565, 1.650, 2.916], [-1.292, 4.033, 2.804], [-0.586, 4.202, 4.420], [-2.067, 3.245, 4.195], [-0.809, -0.705, 2.766], [-2.662, -1.106, 3.793], [-3.064, 0.069, 2.520], [-3.977, 0.067, 4.047], [-1.069, 1.369, 5.936], [-1.299, -0.375, 5.664], [-2.673, 0.645, 6.148]]
}

***

Entry 2:
{
  "formula": "C5H6",
  "method": "the ωB97M-V functional and the def2-TZVPD basis",
  "smiles": "C#CC1CC1",
  "e_homo_ev": -9.174,
  "total_energy_ha": -193.93824,
  "species": ["C", "C", "C", "C", "C", "H", "H", "H", "H", "H", "H"],
  "coordinates": [[2.252, 1.450, -0.168], [1.272, 0.702, 0.104], [0.191, -0.359, 0.422], [-1.228, -0.208, 0.556], [-0.935, -0.705, -0.724], [3.137, 2.027, -0.109], [0.495, -1.095, 1.125], [-1.937, -1.043, 1.063], [-1.717, 0.800, 0.638], [-0.575, 0.079, -1.567], [-0.954, -1.649, -1.341]]
}

***

Entry 3:
{
  "formula": "C3H6FNO",
  "method": "the ωB97M-V functional and the def2-TZVPD basis",
  "smiles": "O=CNCCF",
  "e_homo_ev": -9.781,
  "total_energy_ha": -347.75699,
  "species": ["O", "C", "N", "C", "C", "F", "H", "H", "H", "H", "H", "H"],
  "coordinates": [[2.803, -0.811, -0.089], [1.585, -0.621, 0.042], [0.948, 0.531, -0.177], [-0.490, 0.828, -0.223], [-1.264, -0.392, 0.350], [-1.154, -1.505, -0.477], [0.857, -1.416, 0.380], [1.512, 1.319, -0.534], [-0.706, 1.713, 0.388], [-0.790, 1.042, -1.245], [-2.278, -0.021, 0.220], [-1.022, -0.668, 1.365]]
}

***

Entry 4:
{
  "formula": "C23H17NO",
  "method": "the ωB97M-V functional and the def2-TZVPD basis",
  "smiles": "Cc1cccc(C(=O)c2cnc3ccccc3c2-c2ccccc2)c1",
  "e_homo_ev": -8.666,
  "total_energy_ha": -1016.67637,
  "species": ["C", "C", "C", "C", "C", "C", "C", "O", "C", "C", "N", "C", "C", "C", "C", "C", "C", "C", "C", "C", "C", "C", "C", "C", "C", "H", "H", "H", "H", "H", "H", "H", "H", "H", "H", "H", "H", "H", "H", "H", "H", "H"],
  "coordinates": [[1.631, -1.210, 4.346], [2.140, -0.222, 3.342], [3.370, 0.401, 3.532], [3.863, 1.300, 2.602], [3.131, 1.593, 1.468], [1.890, 0.992, 1.267], [1.135, 1.321, 0.033], [1.659, 1.846, -0.928], [-0.320, 1.007, 0.058], [-1.128, 1.530, 1.093], [-2.416, 1.380, 1.158], [-3.035, 0.666, 0.195], [-4.430, 0.489, 0.289], [-5.098, -0.243, -0.652], [-4.401, -0.838, -1.715], [-3.048, -0.682, -1.835], [-2.329, 0.087, -0.897], [-0.926, 0.294, -0.961], [-0.111, -0.260, -2.054], [-0.370, 0.086, -3.377], [0.418, -0.419, -4.395], [1.464, -1.279, -4.105], [1.727, -1.626, -2.790], [0.947, -1.116, -1.769], [1.407, 0.082, 2.205], [0.588, -1.452, 4.161], [2.213, -2.130, 4.295], [1.726, -0.813, 5.355], [3.945, 0.174, 4.419], [4.821, 1.771, 2.764], [3.495, 2.288, 0.727], [-0.674, 2.114, 1.885], [-4.939, 0.946, 1.123], [-6.168, -0.377, -0.580], [-4.943, -1.428, -2.439], [-2.512, -1.152, -2.646], [-1.172, 0.774, -3.600], [0.218, -0.137, -5.418], [2.079, -1.673, -4.901], [2.546, -2.291, -2.558], [1.152, -1.388, -0.742], [0.454, -0.404, 2.043]]
}

***

Entry 5:
{
  "formula": "C50H70O15",
  "method": "the ωB97M-V functional and the def2-TZVPD basis",
  "e_homo_ev": -9.256,
  "total_energy_ha": -3075.82046,
  "species": ["C", "C", "C", "O", "H", "C", "H", "H", "C", "C", "H", "H", "C", "O", "H", "H", "C", "C", "H", "H", "H", "O", "C", "C", "H", "H", "C", "O", "C", "C", "H", "H", "C", "C", "H", "H", "H", "O", "C", "C", "H", "H", "H", "C", "C", "H", "H", "C", "H", "O", "C", "C", "H", "H", "C", "C", "H", "H", "H", "O", "C", "C", "C", "C", "O", "O", "C", "C", "H", "C", "O", "C", "C", "H", "H", "C", "C", "H", "H", "H", "H", "C", "H", "O", "C", "C", "C", "O", "C", "C", "H", "H", "H", "C", "C", "C", "O", "C", "O", "C", "C", "H", "H", "C", "O", "H", "H", "H", "H", "H", "H", "H", "H", "H", "H", "H", "H", "H", "H", "H", "H", "C", "H", "H", "H", "H", "H", "H", "H", "H", "H", "H", "H", "H", "H"],
  "coordinates": [[-11.378, -0.921, -0.348], [-10.577, -1.049, -1.406], [-11.197, -1.214, -2.737], [-12.380, -1.222, -2.961], [-10.465, -1.338, -3.560], [-9.076, -1.072, -1.395], [-8.699, -0.410, -2.179], [-8.738, -2.082, -1.644], [-8.420, -0.679, -0.074], [-8.544, 0.813, 0.225], [-8.016, 1.382, -0.540], [-9.588, 1.117, 0.257], [-7.891, 1.094, 1.576], [-8.666, 0.454, 2.564], [-8.384, 0.759, 3.433], [-7.867, 2.180, 1.749], [-6.413, 0.610, 1.560], [-5.840, 0.688, 2.984], [-6.347, -0.021, 3.634], [-5.967, 1.698, 3.369], [-4.781, 0.451, 2.994], [-5.766, 1.529, 0.687], [-4.428, 1.205, 0.369], [-3.878, 2.246, -0.605], [-3.900, 3.230, -0.140], [-4.488, 2.267, -1.508], [-2.433, 1.854, -0.937], [-1.715, 1.973, 0.269], [-0.303, 2.037, 0.196], [0.199, 3.369, 0.745], [-0.164, 3.501, 1.763], [-0.186, 4.184, 0.131], [1.737, 3.420, 0.699], [2.179, 4.693, 1.457], [3.144, 4.580, 1.940], [1.452, 4.940, 2.226], [2.226, 5.521, 0.755], [2.048, 3.482, -0.686], [3.348, 3.090, -1.153], [3.786, 4.184, -2.133], [4.834, 4.060, -2.387], [3.179, 4.145, -3.032], [3.655, 5.157, -1.668], [3.225, 1.730, -1.859], [4.520, 1.169, -2.443], [5.036, 1.922, -3.038], [4.260, 0.346, -3.111], [5.513, 0.585, -1.429], [4.987, -0.072, -0.733], [6.438, -0.178, -2.202], [6.988, -1.360, -1.676], [6.131, -2.617, -1.953], [6.810, -3.449, -2.140], [5.551, -2.432, -2.858], [5.157, -3.050, -0.841], [4.766, -4.514, -1.093], [3.963, -4.828, -0.433], [5.625, -5.158, -0.926], [4.436, -4.635, -2.121], [4.046, -2.166, -0.936], [3.085, -2.161, 0.102], [2.077, -3.288, 0.019], [1.553, -3.772, 1.150], [1.800, -3.164, 2.461], [1.130, -3.399, 3.436], [2.766, -2.223, 2.544], [3.717, -2.092, 1.502], [4.834, -3.125, 1.658], [5.322, -2.977, 2.622], [5.840, -2.907, 0.532], [6.367, -1.610, 0.697], [7.420, -1.319, -0.197], [8.044, 0.017, 0.218], [8.656, -0.167, 1.103], [8.698, 0.358, -0.586], [7.032, 1.111, 0.573], [7.761, 2.242, 1.298], [8.567, 2.629, 0.678], [7.076, 3.057, 1.509], [8.182, 1.884, 2.235], [6.291, 0.678, 1.249], [6.327, 1.664, -0.685], [7.117, 1.974, -1.388], [5.677, 2.894, -0.420], [4.344, 3.029, 0.022], [3.856, 2.052, 1.098], [2.338, 2.159, 1.354], [1.743, 0.958, 0.870], [0.323, 0.870, 0.994], [-0.140, 0.857, 2.455], [0.215, 1.719, 3.010], [0.228, -0.043, 2.943], [-1.225, 0.861, 2.471], [-0.120, -0.467, 0.374], [0.011, -0.487, -1.126], [-1.092, -0.064, -1.998], [-0.746, -1.410, -1.861], [-2.455, 0.408, -1.509], [-2.983, -0.494, -0.569], [-4.327, -0.191, -0.261], [-4.886, -1.230, 0.703], [-4.278, -1.271, 1.605], [-4.874, -2.211, 0.229], [-6.331, -0.841, 1.021], [-7.050, -1.019, -0.181], [-6.751, -1.508, 1.793], [-4.933, -0.205, -1.181], [-3.120, 0.431, -2.394], [-0.832, 0.370, -2.963], [1.018, -0.341, -1.513], [-1.167, -0.638, 0.621], [0.469, -1.271, 0.815], [2.165, 2.229, 2.437], [4.404, 2.235, 2.023], [4.052, 1.029, 0.786], [4.371, 4.041, 0.446], [8.185, -2.112, -0.089], [6.659, -3.645, 0.600], [4.431, -4.138, 1.623], [4.153, -1.099, 1.653], [0.800, -4.545, 1.139], [1.617, -3.706, -1.335], [0.687, -3.183, -1.564], [1.413, -4.773, -1.371], [2.349, -3.435, -2.090], [2.537, -1.223, -0.070], [7.906, -1.470, -2.272], [2.802, 1.015, -1.153], [2.504, 1.858, -2.670], [0.039, 1.966, -0.841], [-2.016, 2.529, -1.701], [-3.796, 1.228, 1.268], [-8.862, -1.252, 0.755], [-11.023, -0.803, 0.659], [-12.446, -0.935, -0.496]]
}

***

Entry 6:
{
  "formula": "C3H5N3O2S",
  "method": "the ωB97M-V functional and the def2-TZVPD basis",
  "e_homo_ev": [-10.054, -10.054],
  "total_energy_ha": -830.09274,
  "species": ["C", "C", "C", "N", "N", "N", "O", "O", "S", "H", "H", "H", "H", "H"],
  "coordinates": [[-1.260, -0.237, -0.845], [-1.073, 1.090, -0.265], [0.951, -0.986, -0.263], [-0.455, -1.217, -0.776], [-1.464, 2.332, -1.042], [1.341, -1.996, 0.701], [0.600, 2.435, 1.242], [1.204, 0.316, 0.157], [0.091, 1.108, 1.172], [-2.345, -0.396, -0.939], [1.651, -0.982, -1.192], [-1.194, 3.188, -0.376], [0.755, -2.906, 0.707], [1.198, -1.750, 1.719]]
}

***

Entry 7:
{
  "formula": "C4H9F3N2O",
  "method": "the ωB97M-V functional and the def2-TZVPD basis",
  "e_homo_ev": [-7.976, -7.976],
  "total_energy_ha": -642.09426,
  "species": ["C", "C", "C", "C", "N", "N", "O", "F", "F", "F", "H", "H", "H", "H", "H", "H", "H", "H", "H"],
  "coordinates": [[-1.921, -0.220, -0.301], [-0.770, 1.744, 0.363], [0.818, -0.682, 0.120], [2.007, 0.248, -0.007], [0.845, -1.724, -0.798], [-0.779, 0.621, -0.524], [0.532, -0.974, 1.409], [2.032, 0.873, -1.188], [3.173, -0.434, 0.064], [2.061, 1.171, 0.947], [-1.844, -1.120, -0.915], [-2.062, -0.503, 0.756], [-2.821, 0.314, -0.617], [-1.699, 2.308, 0.221], [-0.714, 1.458, 1.424], [0.065, 2.395, 0.117], [0.008, -2.292, -0.802], [1.086, -1.418, -1.730], [-0.017, -1.767, 1.460]]
}

***

Entry 8:
{
  "formula": "C2H2N4",
  "method": "the ωB97M-V functional and the def2-TZVPD basis",
  "e_homo_ev": [-8.826, -9.657],
  "total_energy_ha": -296.25340,
  "species": ["C", "N", "N", "N", "N", "C", "H", "H"],
  "coordinates": [[0.390, 0.786, -0.054], [-0.700, 1.119, -0.634], [-1.717, 0.169, -0.450], [-1.625, -0.986, -0.564], [0.384, -1.453, -0.143], [0.727, -0.507, 0.607], [1.223, 1.438, -0.302], [1.317, -0.566, 1.539]]
}